The following is a DFT calculation (the ωB97M-V functional and the def2-TZVPD basis) of a molecular structure, C18H16MnN4O7.

Element x y z (Å)
Mn (-0.7473, 0.3323, -0.1379)
O (-2.3646, -0.7748, -1.6130)
C (-3.5309, -0.0384, -2.0315)
C (-4.2680, 0.5204, -0.8294)
N (-3.3774, 1.3059, -0.0060)
C (-3.5413, 1.0861, 1.4232)
C (-2.9754, -0.2793, 1.8246)
O (-3.6503, -1.0481, 2.4879)
O (-1.7981, -0.5356, 1.3371)
C (-3.2302, 2.6940, -0.3956)
C (-1.7992, 3.1870, -0.1777)
O (-1.5862, 4.3446, 0.1342)
O (-0.8974, 2.2770, -0.3728)
H (-2.6526, -1.4083, -0.9395)
H (-3.1603, 0.7534, -2.6796)
H (-4.1887, -0.6846, -2.6160)
H (-5.1498, 1.0833, -1.1690)
H (-4.6419, -0.3199, -0.2355)
H (-2.9666, 1.8481, 1.9548)
H (-4.5834, 1.1532, 1.7516)
H (-3.4248, 2.7839, -1.4676)
H (-3.9221, 3.3646, 0.1238)
O (6.3015, -0.0461, 1.5424)
N (5.8705, -1.1034, 1.1332)
O (6.4709, -2.1535, 1.1592)
C (4.4631, -1.1224, 0.6479)
C (4.1426, -2.1263, -0.1735)
C (2.8400, -2.2082, -0.7625)
C (2.4881, -3.2231, -1.6659)
C (1.2385, -3.2128, -2.2183)
C (0.3506, -2.1872, -1.8605)
N (0.6516, -1.2353, -1.0032)
C (1.8890, -1.2428, -0.4520)
C (2.2349, -0.1885, 0.4818)
N (1.2574, 0.6838, 0.7749)
C (1.5033, 1.6973, 1.5691)
C (2.7563, 1.8779, 2.1664)
C (3.7587, 0.9862, 1.9058)
C (3.5214, -0.0920, 1.0216)
H (4.8899, -2.8721, -0.4088)
H (3.2101, -3.9927, -1.9161)
H (0.9220, -3.9709, -2.9214)
H (-0.6399, -2.1337, -2.2959)
H (0.6849, 2.3915, 1.7262)
H (2.9214, 2.7181, 2.8274)
H (4.7296, 1.1112, 2.3560)

Its charge is 0. The calculation puts the HOMO-LUMO gap (spin up / spin down) at 0.241 / 0.255 Ha. For the LUMO energy (spin up / spin down), the calculation gives -1.615 / -1.601 eV. The total energy is -70539.3541 eV. Its max |F| is 0.90 eV/A. Its spin multiplicity is 6. The calculation puts the relative energy (zero: lowest compared OMol25 entry of this formula, charge and spin) at 2.23 kcal per mole.


The following is a DFT calculation (the ωB97M-V functional and the def2-TZVPD basis) of 10 unconnected molecules or ions with the total composition C51H114F3O37P7 in a non-equilibrium geometry.

Element x y z (Å)
O (-4.6474, 16.7966, 25.3458)
C (-3.7530, 16.1075, 24.9757)
O (-3.6156, 14.8190, 25.3310)
C (-2.3082, 14.4526, 24.9463)
C (-1.9563, 15.3717, 23.8120)
F (-2.4507, 15.0313, 22.5824)
O (-2.6930, 16.4946, 24.2338)
H (-1.6902, 14.6643, 25.8224)
H (-2.1188, 13.3967, 24.7596)
H (-0.8795, 15.5004, 23.7468)
O (4.3597, 11.9218, 31.0318)
C (4.0366, 11.2839, 31.9732)
O (2.9517, 10.4776, 32.0385)
C (2.7136, 10.2002, 33.4183)
C (4.1701, 10.0951, 33.9056)
F (4.6980, 8.8850, 33.6227)
O (4.7492, 11.1203, 33.1152)
H (2.2437, 11.0575, 33.9005)
H (2.2014, 9.2860, 33.7070)
H (4.2762, 10.3141, 34.9673)
O (-7.3898, 14.9122, 30.8249)
C (-6.7823, 14.9186, 29.8019)
O (-5.5956, 15.5075, 29.6527)
C (-5.0627, 15.0953, 28.4158)
C (-6.3160, 14.7882, 27.6045)
F (-6.0153, 13.7575, 26.7775)
O (-7.1827, 14.3454, 28.6263)
H (-4.3884, 15.8140, 27.9506)
H (-4.4396, 14.2097, 28.5756)
H (-6.6738, 15.6953, 27.1158)
C (-1.6147, 10.4468, 33.9373)
C (-2.4069, 11.2389, 32.9247)
O (-3.2915, 12.1375, 33.6183)
P (-4.0674, 13.2077, 32.7070)
O (-4.6890, 12.6311, 31.5202)
O (-5.1365, 13.8679, 33.6975)
C (-5.9941, 13.0540, 34.5116)
C (-6.3394, 13.8653, 35.7400)
O (-3.0368, 14.3814, 32.4563)
C (-2.2886, 14.9090, 33.5494)
C (-1.8884, 16.3584, 33.2481)
H (-0.9454, 9.6766, 33.5475)
H (-0.9353, 11.0589, 34.5407)
H (-2.2249, 9.9118, 34.6677)
H (-1.7242, 11.7089, 32.2172)
H (-3.0712, 10.5243, 32.4371)
H (-6.9315, 12.7454, 34.0465)
H (-5.4832, 12.1241, 34.7691)
H (-7.1541, 14.5541, 35.5079)
H (-6.6536, 13.2147, 36.5581)
H (-5.5510, 14.5116, 36.1266)
H (-2.8481, 14.8799, 34.4869)
H (-1.4151, 14.2782, 33.7328)
H (-0.9264, 16.3619, 32.7276)
H (-2.5809, 16.8652, 32.5805)
H (-1.6798, 16.9504, 34.1390)
C (-8.4333, 5.5367, 28.2067)
C (-7.1641, 5.7197, 29.0439)
O (-6.9202, 7.1129, 29.1775)
P (-5.7623, 7.9304, 28.4348)
O (-4.4012, 7.4326, 28.6770)
O (-6.1024, 9.4118, 28.9532)
C (-5.1511, 10.4696, 28.9703)
C (-4.8038, 10.8796, 27.5469)
O (-6.1896, 8.0007, 26.9065)
C (-5.6748, 7.0936, 25.9376)
C (-5.2705, 7.8816, 24.6951)
H (-9.3189, 5.5245, 28.8327)
H (-8.4347, 6.2105, 27.3511)
H (-8.3495, 4.5655, 27.7023)
H (-7.3999, 5.3387, 30.0387)
H (-6.3201, 5.1558, 28.6441)
H (-5.6388, 11.2690, 29.5302)
H (-4.2465, 10.2907, 29.5624)
H (-5.7408, 11.2061, 27.0954)
H (-4.1542, 11.7566, 27.6148)
H (-4.3370, 10.1196, 26.9250)
H (-4.8252, 6.4942, 26.2682)
H (-6.4591, 6.3657, 25.7119)
H (-4.5138, 8.6001, 25.0149)
H (-4.8673, 7.2625, 23.8943)
H (-6.0850, 8.4557, 24.2528)
C (2.4780, 14.0314, 27.3386)
C (1.2945, 14.9039, 27.0709)
O (0.7664, 15.3348, 28.3512)
P (-0.7176, 15.0424, 28.7977)
O (-1.7545, 15.7797, 28.0406)
O (-0.8844, 13.4730, 28.7311)
C (-2.1452, 12.8851, 29.0606)
C (-1.9819, 11.3945, 29.3086)
O (-0.6975, 15.3096, 30.3670)
C (0.3047, 14.8275, 31.2492)
C (-0.0077, 13.4878, 31.8717)
H (2.1996, 13.1030, 27.8378)
H (2.9545, 13.7805, 26.3839)
H (3.2979, 14.5124, 27.8738)
H (1.6276, 15.8174, 26.5713)
H (0.5558, 14.4327, 26.4213)
H (-2.5855, 13.4042, 29.9209)
H (-2.8872, 13.1017, 28.2875)
H (-1.1640, 11.1270, 29.9742)
H (-2.8819, 10.9362, 29.7228)
H (-1.8633, 10.9215, 28.3333)
H (1.2970, 14.7728, 30.7856)
H (0.4748, 15.5835, 32.0182)
H (-0.1704, 12.6985, 31.1423)
H (0.8093, 13.2099, 32.5349)
H (-0.9472, 13.7111, 32.3896)
C (0.5409, 17.1086, 41.2496)
C (0.6838, 16.0297, 40.1758)
O (0.5135, 16.5280, 38.8556)
P (1.7105, 17.2383, 38.0844)
O (2.7798, 17.7342, 38.9572)
O (2.1592, 16.1283, 37.0208)
C (1.1753, 15.6520, 36.0827)
C (1.5789, 16.1912, 34.7145)
O (0.9696, 18.3110, 37.1899)
C (0.0962, 19.3129, 37.6694)
C (0.7969, 20.3716, 38.5038)
H (1.5191, 17.5046, 41.5253)
H (-0.0438, 17.9498, 40.8773)
H (0.1053, 16.7139, 42.1666)
H (1.6357, 15.5077, 40.2907)
H (-0.0895, 15.2769, 40.3347)
H (1.2788, 14.5666, 36.0701)
H (0.1744, 15.9582, 36.3829)
H (1.6769, 17.2742, 34.6750)
H (2.5597, 15.7978, 34.4364)
H (0.9170, 15.8241, 33.9265)
H (-0.3993, 19.8200, 36.8405)
H (-0.6808, 18.8538, 38.2879)
H (1.5771, 20.9176, 37.9615)
H (0.1490, 21.1802, 38.8374)
H (1.3786, 19.8513, 39.2677)
C (-0.2982, 24.3368, 23.2477)
C (-1.2757, 23.2201, 22.9583)
O (-1.5439, 22.5786, 24.2351)
P (-1.4387, 20.9872, 24.3905)
O (-0.2983, 20.4159, 23.6480)
O (-1.4553, 20.9215, 26.0028)
C (-0.7777, 19.8944, 26.7157)
C (-1.5904, 18.6130, 26.8376)
O (-2.8931, 20.4343, 24.0083)
C (-4.0589, 21.2061, 24.3896)
C (-5.2493, 20.2743, 24.2609)
H (0.6767, 23.9084, 23.4799)
H (-0.1970, 25.0087, 22.3934)
H (-0.6510, 24.9433, 24.0807)
H (-2.2525, 23.6215, 22.6879)
H (-0.8908, 22.5543, 22.1888)
H (0.2263, 19.6335, 26.3833)
H (-0.6875, 20.2814, 27.7322)
H (-0.9749, 17.7556, 27.1134)
H (-2.4236, 18.6877, 27.5382)
H (-2.0725, 18.3440, 25.8946)
H (-3.8804, 21.4696, 25.4354)
H (-4.0849, 22.1239, 23.8041)
H (-5.1713, 19.4489, 24.9653)
H (-6.2019, 20.7621, 24.4816)
H (-5.3414, 19.9575, 23.2220)
C (4.1128, 17.4574, 28.6331)
C (4.3629, 17.8840, 27.2315)
O (3.1550, 18.0925, 26.4967)
P (3.1133, 19.1415, 25.2894)
O (4.4028, 19.3793, 24.6310)
O (2.5078, 20.4836, 25.9154)
C (2.3800, 21.6348, 25.0392)
C (3.6744, 22.4336, 24.9386)
O (1.8915, 18.7061, 24.3420)
C (1.1449, 17.5012, 24.6171)
C (1.8322, 16.3324, 23.9180)
H (5.0917, 17.3975, 29.1122)
H (3.4943, 18.1536, 29.2032)
H (3.6364, 16.4763, 28.6780)
H (5.0101, 18.7613, 27.1943)
H (4.8813, 17.0463, 26.7519)
H (2.0184, 21.3219, 24.0581)
H (1.5639, 22.2403, 25.4304)
H (3.5811, 23.1943, 24.1667)
H (3.7116, 22.9387, 25.9106)
H (4.5776, 21.8332, 24.8998)
H (1.0626, 17.2892, 25.6817)
H (0.1988, 17.7278, 24.1268)
H (1.4205, 15.3767, 24.2530)
H (1.6959, 16.3601, 22.8389)
H (2.9229, 16.3428, 23.9781)
C (4.3529, 10.3450, 25.3616)
C (3.4673, 10.6574, 24.1728)
O (2.5752, 11.7009, 24.5671)
P (1.1311, 11.8028, 23.9106)
O (0.3362, 12.9029, 24.4783)
O (1.3521, 11.9267, 22.3340)
C (1.9539, 13.1544, 21.9453)
C (0.9720, 14.2365, 21.5178)
O (0.5184, 10.3576, 24.1416)
C (-0.4863, 10.0074, 25.0990)
C (0.1736, 9.8585, 26.4848)
H (5.1422, 9.6582, 25.0446)
H (4.7442, 11.2520, 25.8164)
H (3.8195, 9.7402, 26.0970)
H (4.0427, 10.8887, 23.2741)
H (2.9418, 9.7266, 23.9388)
H (2.6125, 13.5936, 22.7053)
H (2.6891, 12.9219, 21.1712)
H (0.3715, 14.5222, 22.3753)
H (1.4383, 15.1591, 21.1767)
H (0.3930, 13.8719, 20.6689)
H (-1.3486, 10.6729, 25.0769)
H (-0.8371, 9.0439, 24.7352)
H (0.5187, 10.7545, 26.9987)
H (-0.5293, 9.4071, 27.1900)
H (0.9819, 9.1341, 26.3847)

Its charge is 0. The calculation puts the HOMO-LUMO gap at 0.359 Ha. For the LUMO energy, the calculation gives -0.091 eV. The total energy is -203686.9405 eV. Its max |F| is 2.29 eV/A. The calculation puts the relative energy (zero: lowest compared OMol25 entry of this formula, charge and spin) at 69.52 kcal per mole.


The following is a DFT calculation (the ωB97M-V functional and the def2-TZVPD basis) of 6 unconnected molecules or ions with the total composition C14H27NO20S5 in a non-equilibrium geometry.

Element x y z (Å)
O (-1.4934, -3.9088, -2.0027)
S (-2.2046, -5.1118, -1.7051)
O (-2.2271, -6.1657, -2.6511)
O (-1.7970, -5.6913, -0.3010)
C (-2.4125, -4.8254, 0.7256)
C (-3.8606, -4.7478, 0.2025)
O (-3.6947, -4.7215, -1.3163)
H (-2.4751, -5.3739, 1.6437)
H (-2.0696, -3.7941, 0.7982)
H (-4.2149, -3.7681, 0.5036)
H (-4.5078, -5.6056, 0.4063)
O (-1.4438, 4.1293, -1.4584)
S (-0.7176, 3.5375, -0.4349)
O (0.6455, 3.7574, -0.3970)
O (-1.3350, 3.8928, 0.9192)
C (-2.1286, 2.7927, 1.4971)
C (-1.4703, 1.5223, 0.9366)
O (-0.9807, 2.0156, -0.3555)
H (-2.0861, 2.9984, 2.5278)
H (-3.1905, 2.9060, 1.1767)
H (-2.1424, 0.7484, 0.7126)
H (-0.6533, 1.1661, 1.5141)
O (4.0111, 2.8663, -4.7817)
S (2.8128, 2.8566, -4.0105)
O (2.3241, 1.6362, -3.5021)
O (2.9759, 3.8791, -2.7314)
C (2.1523, 5.1229, -2.9332)
C (1.0209, 4.6506, -3.8321)
O (1.6717, 3.7459, -4.8170)
H (1.7066, 5.5275, -2.0145)
H (2.7922, 5.8506, -3.4332)
H (0.5746, 5.5139, -4.3519)
H (0.3316, 4.1836, -3.2152)
O (-3.5613, -5.1940, 3.7330)
S (-3.8329, -3.8256, 4.1092)
O (-4.8860, -3.5715, 4.9979)
O (-2.5091, -3.1182, 4.6421)
C (-2.0080, -2.1439, 3.6724)
C (-3.1998, -1.7616, 2.8390)
O (-3.9874, -2.9630, 2.7499)
H (-1.5251, -1.3544, 4.2778)
H (-1.3413, -2.6249, 2.9786)
H (-2.9874, -1.6119, 1.7725)
H (-3.7494, -0.9383, 3.2937)
O (1.9310, 0.7274, 2.0182)
S (3.2586, 1.1816, 1.8863)
O (4.2753, 0.4720, 2.5917)
O (3.7040, 1.2606, 0.3886)
C (3.8106, 2.6026, -0.0630)
C (4.0554, 3.4113, 1.1966)
O (3.2505, 2.7016, 2.2103)
H (4.5193, 2.7293, -0.8303)
H (2.8118, 2.8666, -0.4311)
H (3.8004, 4.4580, 1.0900)
H (5.0673, 3.4289, 1.4896)
C (2.0839, -2.5410, -2.0351)
C (2.1823, -1.3891, -0.9694)
C (0.9008, -0.6100, -0.8798)
C (-0.1482, -1.2310, -0.0682)
N (-1.0535, -1.6196, 0.5518)
H (3.0950, -2.9731, -2.1750)
H (1.6842, -2.1527, -3.0106)
H (1.3919, -3.3261, -1.7140)
H (2.9596, -0.6577, -1.2219)
H (2.4649, -1.7759, -0.0140)
H (0.5284, -0.4178, -1.9163)
H (1.1004, 0.3756, -0.4799)

Its charge is 0. The calculation puts the HOMO-LUMO gap at 0.392 Ha. For the LUMO energy, the calculation gives -0.141 eV. The total energy is -111566.6076 eV. Its max |F| is 3.83 eV/A.